1.
# C44H57N6O9ReSSb

C44H57N6O9ReSSb as an isolated structure at a distorted geometry (ωB97M-V/def2-TZVPD, the Open Molecules 2025 dataset).

Calculated values
Spin multiplicity: 4
Kohn-Sham gap (alpha / beta) (eV): 4.048 / 5.563
LUMO energy (alpha / beta) (eV): -0.164 / -0.186
Energy (eV): -93408.6636
<S²>: 3.79

Last column: Löwdin spin population.
Cartesian coordinates (Å):
C  1.953  -5.729  -3.015  0.0009
O  -0.746  4.180  4.376  -0.0005
H  -4.402  1.879  2.954  0.0001
H  6.008  2.827  5.174  0.0000
C  2.257  0.644  -0.070  0.0909
H  1.943  6.606  1.059  0.0001
C  4.646  2.751  3.527  0.0008
C  -5.370  -3.939  2.347  0.0014
H  2.575  -6.620  -3.060  0.0001
C  2.457  5.670  1.275  0.0016
H  2.318  0.366  -3.592  0.0072
H  0.190  3.273  -0.744  0.0213
C  -2.709  3.009  3.678  0.0070
Re  -0.545  0.638  0.113  1.7118
C  -4.849  -4.524  1.207  -0.0004
H  -1.345  3.272  -0.657  0.0102
C  3.630  3.388  2.818  0.0010
C  3.211  4.644  3.250  0.0008
C  3.769  5.229  4.377  0.0000
H  -5.485  -1.169  -1.471  0.0000
N  -6.414  -4.640  3.103  0.0002
C  -3.866  -3.858  0.498  0.0011
C  4.229  -1.459  1.929  -0.0001
C  -1.204  -1.409  -3.879  0.0137
C  -4.925  -2.706  2.787  0.0002
O  -6.852  -4.102  4.100  0.0003
H  2.143  -5.140  -3.914  0.0001
C  -1.342  3.211  3.580  0.0013
H  0.616  -2.404  -4.486  0.0003
H  -3.537  2.843  -3.193  0.0001
H  5.264  -1.667  1.638  0.0001
Sb  -1.757  0.276  -2.606  0.0283
H  -1.963  3.454  -2.647  0.0023
C  4.298  -4.703  1.320  0.0013
H  4.822  -5.630  1.098  0.0001
H  -1.395  -2.198  -5.883  0.0007
N  0.852  2.758  2.609  0.0139
H  -3.026  0.563  1.375  0.0038
H  -4.405  0.720  -4.456  -0.0001
C  -4.393  -1.144  -1.570  0.0007
C  -0.426  2.223  -4.585  0.0139
N  2.598  -3.280  0.402  0.0073
H  -5.194  -5.487  0.860  -0.0001
H  -3.446  -4.299  -0.395  0.0002
O  -1.892  -2.479  -0.868  0.0185
H  -4.332  0.933  -1.952  -0.0001
C  -2.323  -1.910  0.124  0.0145
H  -4.055  -2.091  -1.995  0.0001
H  -3.286  3.597  4.380  0.0004
H  -3.580  -1.088  2.400  0.0004
H  -4.399  -1.058  -4.279  0.0000
C  -0.562  2.515  2.648  0.0044
H  3.408  6.194  4.708  0.0000
C  5.224  3.343  4.635  0.0000
C  2.242  -4.923  -1.790  0.0055
C  -3.333  2.046  2.876  0.0025
C  1.878  0.793  -1.525  0.1931
H  3.773  -6.149  -0.914  0.0006
C  -4.663  -0.115  -3.800  -0.0013
C  0.307  -1.522  -3.907  0.0048
H  5.078  -1.151  -0.674  0.0067
H  3.789  -4.808  2.279  0.0004
C  -2.520  3.087  -3.513  0.0026
H  2.058  4.905  0.606  0.0025
C  2.619  0.241  -2.561  0.0797
C  4.782  4.586  5.067  0.0007
O  3.834  -0.168  1.484  -0.0060
H  0.908  -6.046  -3.026  0.0000
C  3.403  -0.088  0.172  0.0053
H  -3.973  -1.029  -0.592  0.0002
H  5.220  5.047  5.942  0.0000
C  -1.705  -1.309  -5.322  0.0016
C  -3.940  -2.052  2.068  0.0022
N  1.357  1.225  0.956  0.0355
H  4.369  -0.893  -3.018  0.0015
C  -2.571  1.307  1.990  0.0144
H  -1.291  -0.429  -5.822  0.0003
C  -0.245  3.607  5.582  0.0001
H  -1.620  -2.304  -3.408  0.0004
C  1.677  -2.930  -0.542  0.0658
H  4.973  1.763  3.224  0.0001
O  2.187  5.339  2.639  0.0006
H  0.838  -3.529  -2.304  0.0010
H  0.065  1.363  -5.047  0.0003
H  -5.751  -0.111  -3.668  -0.0004
O  -0.571  2.707  -0.526  0.0962
C  3.163  -5.262  -0.856  0.0073
C  4.157  -0.623  -0.882  0.0858
H  -0.470  3.022  -5.332  0.0003
O  -6.784  -5.722  2.691  0.0004
H  3.657  2.033  1.318  0.0007
C  -3.401  -2.618  0.917  -0.0008
C  -1.169  1.542  1.875  0.0036
H  -2.790  -1.252  -5.374  0.0001
O  -1.944  -0.765  0.588  0.0665
H  3.561  -2.233  1.560  0.0003
H  0.749  1.534  -1.830  0.0412
C  3.760  -0.466  -2.230  0.0309
H  1.089  3.678  2.959  0.0003
H  -2.419  1.513  -4.969  -0.0001
N  1.527  -3.789  -1.623  0.0204
C  3.293  -4.367  0.255  0.0135
H  5.028  -3.896  1.398  0.0004
C  -3.980  0.016  -2.439  -0.0042
C  -1.835  1.859  -4.113  0.0072
H  3.522  5.817  1.090  0.0001
H  0.539  2.872  5.380  0.0001
H  4.183  -1.454  3.019  0.0000
H  0.699  -1.612  -2.906  0.0022
O  0.664  0.961  -1.168  0.0883
S  0.719  -1.533  -0.415  0.0950
H  0.188  4.414  6.173  0.0000
C  1.740  2.189  1.737  0.0197
H  -1.050  3.150  6.162  0.0000
N  3.015  2.692  1.743  0.0094
H  0.751  -0.639  -4.362  0.0009
H  -5.328  -2.246  3.677  0.0000
H  -2.583  3.890  -4.254  0.0002
H  0.190  2.564  -3.744  0.0113

***

2.
# C44H58N11O5P

C44H58N11O5P as an isolated structure at a distorted geometry (ωB97M-V/def2-TZVPD, the Open Molecules 2025 dataset).

Calculated values
Energy relative to the best compared isomer or geometry (same formula, charge and spin) (kJ/mol): 191.5
Total charge: -2
Kohn-Sham gap (eV): 7.870
LUMO energy (eV): 4.407
Energy (eV): -82475.6808

Last column: Mulliken charge in e.
Cartesian coordinates (Å):
H  6.279  -2.300  0.253  0.3414
H  0.426  -1.370  -2.575  0.3760
C  -0.664  2.609  -3.547  -0.5612
C  -3.839  4.070  1.113  -0.8400
H  -1.943  -5.728  1.520  0.4998
H  -1.324  3.794  -5.271  0.2569
C  4.497  -1.743  1.415  -0.4324
H  5.288  1.177  -3.004  0.1260
C  -4.533  -0.762  1.745  -0.3899
N  0.475  -2.024  -3.357  0.9688
C  1.077  -1.965  -4.542  -0.4715
O  0.630  -0.928  0.581  0.8134
C  -0.308  -3.210  -3.249  -0.3050
H  2.893  -0.676  5.663  0.4811
C  0.208  2.209  4.465  -0.3673
H  -2.536  -0.358  0.961  0.3812
C  0.832  -3.172  -5.222  -1.1071
C  3.385  1.373  -2.044  -1.2842
C  1.505  3.401  2.976  -1.0319
C  4.689  1.279  -1.976  -0.7690
H  2.466  -2.330  2.382  0.0667
C  -3.726  -2.102  -1.651  -0.5195
H  -2.655  2.913  -2.007  -0.0576
C  1.892  4.606  -0.975  -0.4938
H  0.890  -0.907  2.002  -0.4134
H  2.037  -1.471  -0.152  0.0711
H  -4.222  5.212  -0.798  0.3825
C  1.322  -2.214  4.883  -1.2555
C  5.341  -2.559  0.803  -0.1683
C  4.010  1.299  0.137  -1.2843
H  -0.122  3.240  -2.744  0.3289
H  1.325  -2.912  5.635  0.6008
H  -5.882  -1.092  3.509  0.4990
H  -4.326  1.071  -2.072  0.1781
N  -2.835  2.290  0.120  0.6049
C  0.031  4.834  0.222  -0.2843
H  -0.873  1.151  2.871  0.8475
N  -3.090  -0.632  1.671  1.1512
C  5.159  1.150  -0.594  -0.4136
H  3.953  1.365  1.179  0.9408
H  1.953  1.427  -0.349  -0.3956
C  2.195  -0.338  3.692  -0.0444
H  -3.570  -0.876  4.942  0.5274
C  -0.107  -5.562  0.171  -1.0342
H  -0.301  0.426  -2.703  -0.3465
N  0.888  3.957  -0.434  1.0840
H  3.327  -0.866  -0.703  0.2690
P  -0.030  0.272  -0.273  -1.2589
H  1.390  -3.351  -6.096  0.4330
C  -2.577  -0.773  3.019  -0.4210
N  3.323  -2.524  1.726  0.1196
N  -0.608  1.117  -3.506  0.7591
C  -4.916  -2.283  -2.286  -1.1201
O  0.502  -0.195  -1.580  0.1081
N  2.975  1.362  -0.723  1.8744
C  -1.064  -3.851  1.346  -0.5894
C  -3.636  4.384  -0.409  -0.9232
O  2.543  -1.419  -1.008  -0.6245
O  -1.467  0.175  -0.282  -0.2349
H  4.333  -0.540  1.677  0.1496
H  0.068  -2.995  3.340  0.4527
H  -3.204  -2.829  -1.120  0.5163
H  2.647  6.786  -0.557  0.0859
H  1.269  -4.340  -0.901  0.7650
H  -3.651  2.188  2.143  0.3622
H  2.223  3.917  2.522  0.6360
C  -4.925  -0.911  3.110  -0.6792
N  -3.367  -0.794  -1.609  1.1296
H  1.993  3.951  4.998  0.1687
H  2.779  -4.682  1.791  0.4213
H  0.187  -2.312  0.523  -0.2617
H  0.271  6.827  0.871  0.7109
C  -2.982  3.293  -0.887  0.2255
H  1.674  -1.136  -4.708  0.5341
H  1.966  -0.947  -1.519  -0.0662
H  -6.197  -0.361  -3.305  0.2713
C  1.882  5.849  -0.510  -0.3906
H  -0.232  1.927  5.481  0.2620
O  0.659  1.575  -0.048  -0.7100
H  -1.004  -3.308  -2.151  -0.3280
H  2.561  4.091  -1.885  0.0019
H  -1.414  -0.862  3.048  0.6876
C  -5.416  -0.891  -2.653  -0.4835
C  -1.357  2.778  -4.750  -0.4801
H  2.536  0.589  3.121  0.0061
C  0.505  -4.468  -0.211  -0.9304
H  -1.634  -0.466  -4.462  0.4214
C  -3.704  -0.800  3.911  -1.4666
C  4.718  -3.962  0.809  -1.1064
C  -1.818  1.420  -5.334  -1.2342
C  -1.337  0.546  -4.496  -0.2895
C  -0.085  1.795  3.219  -1.1266
N  1.273  -1.110  3.040  1.3413
C  -3.397  2.807  1.357  -0.5437
H  -0.570  -5.041  -4.451  0.3099
H  -5.270  -0.751  0.811  0.1316
H  -0.797  4.238  0.783  0.0172
H  2.791  1.539  -2.770  1.2052
H  5.044  -4.893  0.360  0.3676
H  0.671  2.887  -0.287  0.7045
H  -5.371  -3.182  -2.355  0.5559
C  0.605  6.030  0.378  -0.8491
C  -4.419  0.002  -2.261  -0.5043
N  0.000  -3.344  0.554  1.1968
H  -2.212  1.229  -0.140  -0.0843
C  -1.214  -5.100  1.062  -0.7519
H  -1.702  -3.164  1.853  0.3108
C  3.460  -3.834  1.531  -0.0396
H  -2.262  1.450  -6.214  0.7198
C  1.291  3.329  4.282  -0.4827
C  0.767  -2.236  3.613  0.0833
C  2.178  -0.956  4.934  -1.2913
H  -4.471  4.712  1.669  0.4670
C  -0.094  -4.010  -4.259  -0.1281
N  0.701  2.379  2.291  0.9712
H  -2.570  -0.303  -1.053  -0.0728
H  6.365  0.907  -0.296  0.1429
H  0.650  2.374  1.304  -0.1280
H  0.026  -6.610  -0.019  0.4474